Record 1
The following is a quantum chemistry calculation of a 2-piece molecular cluster, C6H14N2O2 overall at a distorted geometry, from the Open Molecules 2025 dataset.

XYZ file:
```
24
Properties=species:S:1:pos:R:3
O 0.8249 -0.0219 0.6212
O -1.1560 0.5979 -3.0842
N -0.0288 1.5582 -1.3584
N 0.1638 -1.9297 1.7241
C -1.0464 -2.0316 0.9537
C 0.9784 -0.8466 1.4962
C 1.3124 1.1253 -1.8754
C -2.4760 1.5609 -1.3925
C -1.1221 1.1795 -2.0050
C 2.2131 -0.7897 2.4007
H -2.6871 2.5842 -1.7192
H 2.4519 0.2266 2.7227
H 1.1662 0.5077 -2.7612
H -1.6282 -2.9206 1.1810
H 0.3110 -2.2213 2.6638
H -3.2488 0.8301 -1.5998
H 0.1275 2.0779 -0.5302
H -1.6336 -1.1156 1.0856
H 1.7622 2.0078 -2.3492
H 3.1288 -1.1967 1.9679
H 1.9930 -1.3292 3.3244
H -0.7967 -2.0920 -0.1097
H -2.3846 1.6265 -0.3011
H 1.7750 0.6122 -1.0554
```

Summary:
Spin multiplicity: 1
Net charge: 0
SMILES: CNC(C)=O.CNC(C)=O
E_tot, eV: -13524.37088

=====

Record 2
The following is a quantum chemistry calculation of a 2-piece molecular cluster, C6H14N2O2 overall at a distorted geometry, from the Open Molecules 2025 dataset.

XYZ file:
```
24
Properties=species:S:1:pos:R:3
O -0.5309 2.0892 -0.9303
O -0.3088 -3.5239 -0.7148
N -0.2204 -1.6023 0.4574
N 0.4323 2.0357 1.0893
C -0.9101 -1.4129 -1.8151
C 0.4892 2.2211 -0.2614
C 0.3322 -2.3262 1.5871
C -0.8427 1.9779 1.7771
C 1.7873 2.4963 -0.9644
C -0.4447 -2.3172 -0.7178
H 1.1878 2.2956 1.6975
H 2.6044 2.6800 -0.2290
H 2.1869 1.8111 -1.7021
H 1.5654 3.5096 -1.3652
H 0.0325 -1.2762 -2.3667
H -1.6322 2.2704 1.1031
H -1.2527 1.0963 2.2670
H -0.1078 -3.3256 1.5557
H -1.3301 -0.4860 -1.4759
H -0.8640 2.7880 2.5371
H 1.4223 -2.4606 1.5869
H -0.0102 -0.6230 0.3304
H 0.0938 -1.7899 2.4894
H -1.6269 -1.8433 -2.5331
```

Summary:
Spin multiplicity: 1
Net charge: 0
SMILES: CNC(C)=O.CNC(C)=O
E_tot, eV: -13524.51097

=====

Record 3
The following is a quantum chemistry calculation of a 2-piece molecular cluster, C6H14N2O2 overall at a distorted geometry, from the Open Molecules 2025 dataset.

XYZ file:
```
24
Properties=species:S:1:pos:R:3
O 3.1659 -0.2274 -1.9759
O -1.3379 1.4711 0.0735
N 2.5810 0.0485 0.1830
N -2.6691 -0.1870 0.8749
C 2.6292 -0.6583 -0.9736
C 2.9891 1.4217 0.2958
C -2.2894 0.7317 -0.0691
C -1.9195 -0.3133 2.0945
C 1.8847 -1.9731 -0.9903
C -3.1575 0.7860 -1.3024
H 3.9555 1.6351 0.7836
H -1.2282 -1.1558 2.1080
H 1.5164 -2.0965 -2.0042
H 3.2461 1.8040 -0.6976
H -2.5906 -0.4186 2.9422
H 1.0270 -1.9384 -0.3124
H -2.5639 0.5212 -2.1704
H 2.2021 2.0481 0.7056
H -3.2575 -0.9252 0.5001
H -4.0252 0.1412 -1.2455
H -3.4899 1.8169 -1.3867
H -1.3283 0.5838 2.2282
H 2.1663 -0.2919 1.0328
H 2.4937 -2.8238 -0.6940
```

Summary:
Spin multiplicity: 1
Net charge: 0
SMILES: CNC(C)=O.CNC(C)=O
E_tot, eV: -13524.85235

=====

Record 4
The following is a quantum chemistry calculation of a 2-piece molecular cluster, C6H14N2O2 overall at a distorted geometry, from the Open Molecules 2025 dataset.

XYZ file:
```
24
Properties=species:S:1:pos:R:3
O -1.8274 -1.8802 -2.5607
O 1.4639 0.5453 -0.7062
N 1.4726 1.0481 1.5297
N -1.1895 -1.2950 -0.4315
C 2.3219 2.6485 0.0319
C -2.5192 0.2828 -1.7451
C -1.0141 -2.7128 0.0086
C 1.1279 -0.2718 1.9785
C -1.8405 -1.0007 -1.5879
C 1.6900 1.2812 0.2476
H -2.4318 0.6339 -2.7881
H 1.9722 1.7138 2.1405
H 2.1751 3.1326 -0.8830
H 3.4064 2.4921 0.0704
H -1.9019 -3.1371 -0.3948
H -0.0933 -3.1734 -0.3565
H -3.6565 0.2896 -1.6651
H -2.5956 1.1600 -1.0988
H -0.5517 -0.6407 -0.0363
H 2.0522 3.3276 0.7991
H -1.2051 -2.6905 1.0753
H 1.8513 -1.1037 1.5441
H 1.2834 -0.1610 3.1164
H 0.0095 -0.4888 1.7118
```

Summary:
Spin multiplicity: 1
Net charge: 0
SMILES: CNC(C)=O.CNC(C)=O
E_tot, eV: -13523.01655

=====

What did we get for LUMO energy? Answer: 0.630, 0.553, 0.615, 0.499 eV, in the order shown.
What did we get for highest occupied orbital energy? Answer: -8.96, -9.35, -9.43, -8.96 eV, in the order shown.
What did we get for ΔE to the lowest compared entry with this formula, charge and spin? Answer: 120.9, 107.4, 74.5, 251.6 kJ/mol, in the order shown.